# 1
Formula: C23H20F6N4O5
Source: OMol25
Level of theory: ωB97M-V/def2-TZVPD

Element x y z (Å)
C1 0.5392 -4.0696 -5.0301
C2 0.2670 -3.7130 -3.5710
C3 1.4562 -4.0902 -2.6916
C4 -0.0134 -2.2052 -3.4749
N1 -0.2877 -1.7612 -2.1146
C5 -1.4821 -2.0043 -1.5125
N2 -2.4288 -2.6566 -2.1784
C6 -1.7163 -1.5652 -0.1923
C7 -3.0557 -1.6504 0.3483
O1 -3.9582 -2.3079 -0.1674
C8 -3.3978 -0.8188 1.5744
O2 -2.8049 0.4640 1.4587
C9 -2.1615 0.9219 2.5413
O3 -2.3546 0.5313 3.6596
C10 -1.1854 1.9816 2.1350
C11 -1.4132 2.7147 0.9926
C12 -0.4245 3.6185 0.5717
C13 -0.6598 4.3972 -0.7028
F1 0.3055 5.2548 -1.0016
F2 -0.7883 3.5604 -1.7543
F3 -1.8105 5.0920 -0.6482
N3 0.7076 3.8087 1.1863
C14 0.9533 3.1123 2.3072
C15 2.1914 3.3146 2.9673
C16 3.1582 4.3057 2.3723
F4 2.6554 5.5439 2.3051
F5 3.5394 3.9632 1.1337
F6 4.2886 4.4007 3.0951
C17 2.4957 2.6144 4.1051
C18 1.5828 1.6839 4.6248
C19 0.3793 1.4604 4.0144
C20 0.0289 2.1696 2.8466
C21 -0.6114 -1.0437 0.5775
O4 -0.6041 -0.8444 1.7801
N4 0.5525 -0.7870 -0.1542
C22 1.6778 -0.1685 0.5291
C23 0.7543 -1.0855 -1.4715
O5 1.7779 -0.8116 -2.0492
H1 -0.3047 -3.8033 -5.6629
H2 0.7164 -5.1370 -5.1293
H3 1.4187 -3.5412 -5.3893
H4 -0.6076 -4.2762 -3.2267
H5 1.6979 -5.1423 -2.8185
H6 2.3281 -3.4979 -2.9576
H7 1.2333 -3.9191 -1.6404
H8 -0.8384 -1.9115 -4.1305
H9 0.8795 -1.6598 -3.7905
H10 -2.3533 -2.8529 -3.1599
H11 -3.3164 -2.7543 -1.6680
H12 -3.0263 -1.3078 2.4841
H13 -4.4869 -0.7265 1.6360
H14 -2.3217 2.5956 0.4246
H15 3.4409 2.7746 4.6012
H16 1.8450 1.1396 5.5185
H17 -0.3192 0.7411 4.4095
H18 2.5904 -0.7078 0.2812
H19 1.4842 -0.2121 1.5983
H20 1.7875 0.8682 0.2083

Properties
maximum force	0.9	eV/Å
SMILES	CC(C)Cn1c(N)c(C(=O)COC(=O)c2cc(C(F)(F)F)nc3c(C(F)(F)F)cccc23)c(=O)n(C)c1=O
highest occupied orbital energy	-9.32	eV

# 2
Formula: C23H20FMnN4O11Si
Source: OMol25
Level of theory: ωB97M-V/def2-TZVPD

Element x y z (Å)
Mn1 -0.6455 0.1179 -0.8002
O1 2.5050 -0.0090 2.9265
C1 1.6777 0.0659 1.8585
O2 1.9207 0.6971 0.8876
C2 0.4210 -0.7255 2.0742
C3 0.2894 -1.5632 3.1746
C4 -0.8966 -2.2469 3.3668
C5 -1.9235 -2.0475 2.4637
C6 -1.7044 -1.2118 1.3792
N1 -0.5470 -0.5633 1.1619
C7 -2.7685 -0.8952 0.3780
O3 -3.8268 -1.6797 0.3012
O4 -2.6979 0.1233 -0.2698
H1 3.2841 0.5090 2.6756
H2 1.1183 -1.6638 3.8575
H3 -1.0228 -2.9208 4.2019
H4 -2.8780 -2.5409 2.5774
H5 -3.5513 -2.6162 0.3842
C8 -1.2966 2.3973 2.0359
Si1 -0.5262 3.2023 0.5169
C9 -1.5991 4.7148 0.1670
C10 1.1797 3.8168 1.0318
N2 -0.5335 2.1020 -0.8008
C11 -0.3354 2.5641 -2.0740
C12 0.2075 3.8051 -2.4513
C13 0.3460 4.1778 -3.7823
C14 -0.0296 3.3327 -4.8141
C15 -0.5521 2.0803 -4.4874
C16 -0.6808 1.7585 -3.1685
F1 -1.1917 0.5145 -2.8474
H6 -1.5462 3.1830 2.7542
H7 -0.6208 1.7061 2.5433
H8 -2.2151 1.8623 1.7870
H9 -1.8659 5.2216 1.0971
H10 -2.5221 4.3984 -0.3253
H11 -1.1115 5.4444 -0.4787
H12 1.1593 4.8674 1.3310
H13 1.9013 3.6985 0.2212
H14 1.5502 3.2278 1.8718
H15 0.5500 4.4803 -1.6785
H16 0.7752 5.1451 -4.0151
H17 0.0892 3.6238 -5.8484
H18 -0.8464 1.3666 -5.2452
O5 2.9148 -1.0906 -2.3530
C17 1.8381 -1.0611 -1.7710
O6 1.0491 -0.0677 -1.7041
C18 1.4231 -2.3278 -1.0207
C19 2.4324 -3.1756 -0.6498
C20 2.1731 -4.3648 0.0396
C21 0.8849 -4.7252 0.3462
C22 -0.1510 -3.9059 -0.0563
C23 0.0410 -2.6542 -0.7532
O7 -0.9414 -1.8999 -1.0767
N3 -1.4692 -4.3302 0.3600
O8 -1.5618 -5.0092 1.3716
O9 -2.4484 -3.9874 -0.2945
N4 3.2640 -5.2331 0.4435
O10 2.9887 -6.2703 1.0266
O11 4.3997 -4.8829 0.1798
H19 3.4430 -2.9038 -0.9223
H20 0.6808 -5.6312 0.8954

Properties
maximum force	0.8	eV/Å
total charge	-1
2S+1	2
energy relative to the best compared isomer or geometry (same formula, charge and spin)	0.1779	eV
highest occupied orbital energy (spin up / spin down)	-4.39 / -4.39	eV

# 3
Formula: C23H20FN3O3
Source: OMol25
Level of theory: ωB97M-V/def2-TZVPD

Element x y z (Å)
C1 0.7007 -4.8540 -6.9948
O1 0.1179 -4.7932 -5.7151
C2 0.4221 -3.7434 -4.9084
C3 -0.1955 -3.7402 -3.6548
C4 0.0473 -2.7315 -2.7503
C5 0.9160 -1.6909 -3.0773
C6 1.2113 -0.5486 -2.1862
O2 1.4901 0.5632 -2.5993
N1 1.1661 -0.7454 -0.8309
N2 1.0300 -1.9405 -0.2294
C7 1.0478 -2.0605 1.0384
C8 0.9303 -3.4478 1.5856
C9 1.1608 -0.9492 2.0106
C10 2.1378 -0.9613 3.0035
C11 2.2251 0.0895 3.8971
C12 1.3518 1.1605 3.8294
C13 0.3673 1.1819 2.8458
N3 -0.5556 2.2196 2.7029
C14 -0.7103 3.3277 3.4790
O3 -0.0140 3.6024 4.4342
C15 -1.8114 4.2526 3.0521
C16 -1.6791 5.5905 3.4246
C17 -2.6428 6.5267 3.1064
C18 -3.7810 6.1419 2.4159
C19 -3.9497 4.8187 2.0496
C20 -2.9696 3.8974 2.3678
F1 -3.1867 2.6100 1.9980
C21 0.2821 0.1265 1.9398
C22 1.5085 -1.6837 -4.3368
C23 1.2786 -2.6985 -5.2446
H1 0.4103 -3.9964 -7.6100
H2 0.3196 -5.7673 -7.4488
H3 1.7925 -4.9077 -6.9370
H4 -0.8691 -4.5489 -3.4184
H5 -0.4442 -2.7455 -1.7918
H6 1.3854 0.0833 -0.2727
H7 0.0826 -3.5105 2.2665
H8 1.8261 -3.7126 2.1441
H9 0.7988 -4.1507 0.7686
H10 2.8365 -1.7818 3.0612
H11 2.9860 0.0780 4.6629
H12 1.4244 1.9731 4.5315
H13 -1.1950 2.0895 1.9319
H14 -0.7932 5.8680 3.9754
H15 -2.5103 7.5561 3.4007
H16 -4.5408 6.8664 2.1670
H17 -4.8302 4.4856 1.5231
H18 -0.5027 0.1288 1.1940
H19 2.1624 -0.8639 -4.5940
H20 1.7649 -2.6638 -6.2067

Properties
maximum force	1.2	eV/Å
SMILES	COc1ccc(C(=O)N/N=C(/C)c2cccc(NC(=O)c3ccccc3F)c2)cc1
energy relative to the best compared isomer or geometry (same formula, charge and spin)	1.5277	eV
highest occupied orbital energy	-8.52	eV

# 4
Formula: C23H20N2O7
Source: OMol25
Level of theory: ωB97M-V/def2-TZVPD

Element x y z (Å)
C1 2.0685 2.3107 3.3622
C2 1.2297 1.6539 2.2693
O1 0.1517 2.5342 1.9929
C3 -0.9946 2.0993 1.4346
C4 -2.0125 3.0685 1.3361
C5 -3.2128 2.7678 0.7530
C6 -3.4538 1.4874 0.2336
C7 -4.6608 1.0958 -0.4202
C8 -4.7859 -0.1475 -0.9311
C9 -3.7111 -1.1093 -0.8242
O2 -3.7129 -2.2319 -1.2815
O3 -2.5882 -0.7167 -0.1547
C10 -2.4364 0.5266 0.3450
C11 -1.2169 0.8187 0.9464
C12 2.1286 1.3478 1.0519
O4 3.2507 0.9172 1.2079
N1 1.5608 1.5534 -0.1479
C13 2.2262 1.2995 -1.4027
C14 1.8460 -0.0921 -1.9743
C15 2.2244 -1.1776 -1.0198
C16 3.4746 -1.4089 -0.5154
N2 3.4393 -2.4425 0.3687
C17 2.1563 -2.9050 0.4623
C18 1.6211 -3.9377 1.2217
C19 0.2791 -4.2019 1.0913
C20 -0.5348 -3.4660 0.2086
O5 -1.8364 -3.8354 0.1510
C21 -0.0043 -2.4348 -0.5447
C22 1.3547 -2.1357 -0.4133
C23 1.7846 2.3551 -2.3923
O6 0.8082 3.0450 -2.2481
O7 2.5653 2.4054 -3.4686
H1 1.5095 2.3599 4.2921
H2 2.9752 1.7315 3.5067
H3 2.3344 3.3188 3.0554
H4 0.8507 0.6867 2.6311
H5 -1.8086 4.0520 1.7271
H6 -3.9864 3.5165 0.6774
H7 -5.4615 1.8167 -0.5023
H8 -5.6737 -0.4836 -1.4408
H9 -0.4737 0.0379 0.9830
H10 0.6743 2.0307 -0.2347
H11 3.3079 1.3386 -1.2476
H12 2.3613 -0.2133 -2.9304
H13 0.7695 -0.1204 -2.1527
H14 4.3940 -0.8961 -0.7198
H15 4.2198 -2.7706 0.9101
H16 2.2405 -4.5178 1.8896
H17 -0.1881 -4.9940 1.6546
H18 -2.3454 -3.2829 -0.4716
H19 -0.6313 -1.8860 -1.2318
H20 2.2350 3.0596 -4.1058

Properties
maximum force	1.1	eV/Å
SMILES	C[C@@H](Oc1ccc2ccc(=O)oc2c1)C(=O)N[C@@H](Cc1c[nH]c2ccc(O)cc12)C(=O)O
energy relative to the best compared isomer or geometry (same formula, charge and spin)	0.0742	eV
highest occupied orbital energy	-7.42	eV

# 5
Formula: C23H20N6O2Pd
Source: OMol25
Level of theory: ωB97M-V/def2-TZVPD

Element x y z (Å)
Pd1 0.1139 0.0832 0.0094
O1 2.3447 -3.2376 1.2757
C1 1.6810 -2.2221 1.2913
N1 2.0235 -0.9689 0.8783
C2 2.8859 -0.1744 1.5388
C3 3.9356 -0.6381 2.3719
C4 4.8908 0.2361 2.8171
C5 4.8309 1.6055 2.4765
C6 3.7827 2.1050 1.7477
C7 2.7341 1.2454 1.3408
N2 1.5630 1.6377 0.7984
C8 1.3813 2.8155 0.1463
O2 1.5603 3.9509 0.5423
C9 0.9562 2.5736 -1.3068
C10 1.1466 3.5643 -2.2489
C11 0.9953 3.2514 -3.5919
C12 0.6729 1.9540 -3.9380
C13 0.4617 1.0284 -2.9249
N3 0.5755 1.3333 -1.6346
C14 0.2599 -2.2407 1.8602
C15 -0.1156 -3.2456 2.7282
C16 -1.3216 -3.1321 3.4036
C17 -2.0950 -2.0076 3.1907
C18 -1.6551 -1.0601 2.2764
N4 -0.5119 -1.1792 1.6046
H1 4.0128 -1.6992 2.5727
H2 5.7167 -0.1314 3.4130
H3 5.6089 2.2753 2.8208
H4 3.6991 3.1640 1.5427
H5 1.4327 4.5487 -1.9039
H6 1.1433 4.0020 -4.3578
H7 0.5794 1.6554 -4.9732
H8 0.1742 0.0079 -3.1451
H9 0.5561 -4.0821 2.8657
H10 -1.6478 -3.8990 4.0943
H11 -3.0274 -1.8601 3.7181
H12 -2.2418 -0.1777 2.0563
C19 -5.1739 0.8392 -2.1304
C20 -3.9659 0.0268 -1.8064
C21 -3.6724 -1.2998 -2.0189
C22 -2.3742 -1.4940 -1.4976
N5 -1.9039 -0.3588 -1.0021
N6 -2.8833 0.5463 -1.1928
C23 -1.5623 -2.7465 -1.4361
H13 -5.9003 0.2252 -2.6578
H14 -4.9227 1.6895 -2.7663
H15 -5.6486 1.2240 -1.2264
H16 -4.3110 -2.0286 -2.4904
H17 -2.7296 1.4980 -0.8991
H18 -1.8642 -3.4452 -2.2149
H19 -1.6877 -3.2417 -0.4704
H20 -0.5031 -2.5161 -1.5473

Properties
maximum force	1.0	eV/Å
2S+1	3
highest occupied orbital energy (spin up / spin down)	-6.51 / -6.86	eV

maximum force of number 4 (C23H20N2O7)?
1.1 eV/Å

Among the records above, which one has the highest maximum force?
C23H20FN3O3

Which formula does entry 1 have?
C23H20F6N4O5